1.
Entry from the Open Molecules 2025 dataset: a molecular structure, C18H22Cl5NSi2Sn (wB97M-V/def2-TZVPD).

The geometry in XYZ format:
```
49
C18H22Cl5NSi2Sn | the Open Molecules 2025 dataset | wB97M-V/def2-TZVPD
Sn -0.34191 -1.96967 0.26466
C 1.19681 -0.29783 -3.13106
Si 2.04439 0.49311 -1.64602
C 3.72060 -0.34009 -1.55251
C 2.33776 2.31464 -1.99515
C 1.06344 0.21647 -0.05214
C -0.25535 0.65206 -0.02424
C -0.88357 1.49209 -1.06590
C -1.39520 2.68247 -0.75717
C -1.45898 3.14451 0.61735
C -1.31664 2.78602 1.85073
N -0.95421 0.25594 1.09960
Si 2.08779 0.18513 1.55747
C 3.06382 1.79001 1.58667
C 3.28956 -1.25473 1.62252
C 1.09274 0.11632 3.13814
H 1.55600 0.17781 -4.04734
H 0.10887 -0.25811 -3.12994
H 1.46569 -1.35578 -3.18437
H 4.18267 -0.27592 -2.54151
H 3.63860 -1.39767 -1.29723
H 4.39743 0.13460 -0.84182
H 2.86234 2.42398 -2.94822
H 2.95531 2.77075 -1.21909
H 1.40993 2.88439 -2.05811
H -0.84079 1.16532 -2.09547
H -1.77252 3.33471 -1.53159
H -1.73874 4.19256 0.87590
H -0.91081 -1.65938 -1.38085
H 3.82163 1.83708 0.80283
H 3.57582 1.88416 2.54769
H 2.40267 2.65221 1.47474
H 4.09517 -1.19007 0.89349
H 2.77901 -2.21025 1.48563
H 3.74458 -1.26950 2.61672
H 0.41310 0.96228 3.23923
H 1.80363 0.14228 3.96985
H 0.50488 -0.79799 3.22438
Cl -2.66215 0.26243 0.97350
C -2.79679 -1.51415 0.53188
C -4.02740 -2.02215 0.42720
C -4.20346 -3.43543 0.05508
Cl -2.90796 -4.49924 -0.26938
C -5.51601 -3.71294 -0.00151
Cl -6.24592 -5.19778 -0.39782
C -6.25935 -2.49467 0.33401
Cl -7.95601 -2.40238 0.38015
C -5.38665 -1.50139 0.58521
Cl -5.78384 0.10380 1.01384
```

Properties
Spin multiplicity = 1
LUMO energy = -0.7 eV
HOMO-LUMO gap = 7.7 eV
Energy above the lowest of the compared OMol25 structures with the same formula, charge and spin = 0.000 eV

Table of Löwdin atomic charges, one value per atom, all in e:
1 Sn 1.012
2 C -0.183
3 Si 0.458
4 C -0.184
5 C -0.162
6 C -0.417
7 C -0.607
8 C -0.093
9 C -0.106
10 C -0.280
11 C 0.165
12 N -0.418
13 Si 0.416
14 C -0.170
15 C -0.183
16 C -0.193
17 H 0.036
18 H -0.002
19 H 0.035
20 H 0.040
21 H 0.035
22 H 0.023
23 H 0.035
24 H 0.022
25 H 0.022
26 H 0.102
27 H 0.113
28 H 0.116
29 H -0.090
30 H 0.016
31 H 0.036
32 H 0.036
33 H 0.007
34 H 0.015
35 H 0.037
36 H 0.009
37 H 0.038
38 H 0.017
39 Cl 0.982
40 C -0.391
41 C -0.379
42 C -0.678
43 Cl 0.703
44 C -0.726
45 Cl 0.713
46 C -0.726
47 Cl 0.719
48 C -0.678
49 Cl 0.709


2.
Entry from the Open Molecules 2025 dataset: 3 unconnected molecules or ions with the total composition C3H13NO4 (wB97M-V/def2-TZVPD).

The geometry in XYZ format:
```
21
C3H13NO4 | the Open Molecules 2025 dataset | wB97M-V/def2-TZVPD
C 1.15718 1.20064 0.41066
O 0.18252 2.12621 0.69658
C 0.53365 -0.20452 0.12704
C 1.51469 -1.34468 -0.09089
O 2.42417 -0.99562 -1.10684
N -0.23905 -0.52629 1.31652
H 1.82474 1.54245 -0.38879
H 1.81725 1.08459 1.27754
H -0.30548 2.48849 -0.07621
H -0.22527 -0.08216 -0.64882
H 0.94923 -2.23357 -0.36232
H 2.03788 -1.47531 0.86907
H 2.91814 -1.79877 -1.29789
H 0.40452 -0.70587 2.09547
H -0.85790 0.23710 1.59985
H -2.01964 -1.38250 0.09032
H -3.11144 -1.95846 -0.76410
O -2.65109 -1.13543 -0.56508
H -1.68439 1.17962 -1.42416
H -2.69785 1.91212 -0.55895
O -1.97185 2.07195 -1.19900
```

Properties
Spin multiplicity = 2
LUMO energy (spin up / spin down) = -3.0 / -9.0 eV
Expectation value of S² = 0.755
HOMO-LUMO gap (spin up / spin down) = 12.1 / 6.1 eV
Energy above the lowest of the compared OMol25 structures with the same formula, charge and spin = 0.327 eV
Total charge = +1

Table of Löwdin atomic charges, one value per atom, all in e:
1 C -0.139
2 O 0.030
3 C -0.270
4 C -0.200
5 O -0.014
6 N 0.236
7 H 0.170
8 H 0.151
9 H 0.111
10 H 0.138
11 H 0.143
12 H 0.141
13 H 0.112
14 H 0.151
15 H 0.146
16 H -0.015
17 H 0.066
18 O -0.025
19 H 0.021
20 H 0.080
21 O -0.034


3.
Entry from the Open Molecules 2025 dataset: 3 unconnected molecules or ions with the total composition C5H15NO2 (wB97M-V/def2-TZVPD).

The geometry in XYZ format:
```
23
C5H15NO2 | the Open Molecules 2025 dataset | wB97M-V/def2-TZVPD
C -2.14288 1.47428 -0.31652
N -1.15902 0.47238 0.10633
C 0.10262 0.53913 -0.46695
C 0.81218 -0.57055 -0.70853
C 2.28679 -0.76978 -0.97366
C 0.75596 1.86400 -0.74844
H -1.99502 2.38547 0.26462
H -2.17809 1.59904 -1.39646
H -3.11822 1.16420 0.07114
H -1.57136 -0.41173 0.32745
H 0.27127 -1.50279 -0.53800
H 2.70282 -0.28887 -1.86373
H 2.81346 -0.18689 -0.20633
H 2.55755 -1.80576 -0.81032
H 1.81265 1.68460 -0.86892
H 0.60154 2.56613 0.08712
H 0.30871 2.46796 -1.54293
H -1.70624 -2.65965 -0.73368
H -1.07513 -3.13406 0.39540
O -1.97487 -2.87352 0.15545
H 1.58880 0.49917 3.25040
H 0.55915 -0.08132 2.32205
O 1.45607 0.25845 2.33169
```

Properties
Spin multiplicity = 1
LUMO energy = 0.7 eV
SMILES = C/C=C(\C)NC.O.O
HOMO-LUMO gap = 8.2 eV
Energy above the lowest of the compared OMol25 structures with the same formula, charge and spin = 1.731 eV

Table of Löwdin atomic charges, one value per atom, all in e:
1 C -0.100
2 N -0.050
3 C -0.396
4 C -0.148
5 C -0.110
6 C -0.032
7 H 0.075
8 H 0.082
9 H 0.080
10 H 0.086
11 H 0.067
12 H 0.070
13 H 0.063
14 H 0.065
15 H 0.064
16 H 0.087
17 H 0.080
18 H 0.022
19 H 0.037
20 O -0.055
21 H 0.034
22 H 0.027
23 O -0.045